A molecular structure, C28H24AlN3Se, computed with ωB97M-V/def2-TZVPD.

Geometry as XYZ:
```
57
Properties=species:S:1:pos:R:3:forces:R:3
Al -0.1470 -0.3651 -0.1803 -0.1 -0.1 -0.3
C -3.5996 2.0650 -0.7057 0.1 0.0 0.0
C -2.2569 1.7045 -0.5599 -0.1 0.0 0.0
N -1.9053 0.4590 -0.2688 0.0 0.0 0.0
C -2.8702 -0.4823 -0.0896 0.0 0.0 0.0
C -4.2265 -0.2137 -0.2217 -0.1 0.0 0.0
C -4.5778 1.1132 -0.5463 0.0 0.0 0.0
C -5.1668 -1.2816 -0.0070 0.1 0.1 0.0
C -4.7456 -2.5197 0.3341 0.1 0.0 0.0
C -3.3450 -2.8074 0.4974 -0.1 0.0 0.1
C -2.8267 -4.0587 0.8882 0.0 0.0 0.0
C -1.4718 -4.2206 1.0487 0.1 0.1 0.0
C -0.6169 -3.1405 0.8136 -0.1 0.0 0.0
N -1.0814 -1.9561 0.4361 0.0 -0.1 -0.1
C -2.4237 -1.7896 0.2820 0.0 0.1 0.0
H -3.8476 3.0896 -0.9396 0.0 0.0 0.0
H -1.4565 2.4246 -0.6767 0.0 0.0 0.0
H -5.6215 1.3781 -0.6580 0.0 0.0 0.0
H -6.2222 -1.0723 -0.1156 0.0 0.0 0.0
H -5.4589 -3.3155 0.4996 0.0 0.0 0.0
H -3.5009 -4.8864 1.0682 0.0 0.0 0.0
H -1.0523 -5.1665 1.3582 0.0 0.0 0.0
H 0.4546 -3.2312 0.9400 0.0 0.0 0.0
C 2.4104 3.2455 5.6727 0.0 0.0 0.0
C 2.2348 2.6287 4.3149 0.0 0.0 0.0
C 3.0181 3.0173 3.2384 0.0 0.0 0.0
C 2.8881 2.4476 1.9750 0.0 0.0 0.0
C 3.7860 2.9060 0.8603 0.0 0.0 0.0
C 1.9250 1.4507 1.8064 0.1 0.1 0.0
Se 1.8612 0.6511 0.0450 0.0 0.0 0.1
C 1.1179 1.0354 2.8642 -0.1 0.0 0.0
C 0.0886 -0.0430 2.7058 -0.1 0.0 0.0
C 1.2849 1.6340 4.1048 0.0 0.1 0.0
H 3.0568 4.1196 5.6291 0.0 0.0 0.0
H 2.8598 2.5301 6.3629 0.0 0.0 0.0
H 1.4524 3.5501 6.0933 0.0 0.0 0.0
H 3.7623 3.7914 3.3806 0.0 0.0 0.0
H 4.4044 3.7378 1.1895 0.0 0.0 0.0
H 3.2161 3.2360 -0.0098 0.0 0.0 0.0
H 4.4538 2.1053 0.5343 0.0 0.0 0.0
H -0.7134 0.2632 2.0072 0.1 0.0 0.1
H -0.4300 -0.2429 3.6431 0.0 0.0 0.0
H 0.5390 -0.9854 2.3793 0.0 0.0 0.0
H 0.6608 1.3157 4.9314 0.0 0.0 0.0
N -0.0073 -0.9325 -2.0535 0.3 0.3 0.1
C 0.5915 -0.9685 -3.0418 -0.1 -0.1 -0.1
C 1.3154 -1.0359 -4.2604 -0.2 0.0 0.3
C 1.7213 -2.2867 -4.7382 0.0 0.0 -0.1
C 2.4315 -2.3394 -5.9213 0.0 0.0 0.0
C 2.7295 -1.1647 -6.6039 0.0 0.0 0.0
C 2.3230 0.0746 -6.1206 0.0 0.0 0.1
C 1.6100 0.1503 -4.9403 0.0 0.1 -0.1
H 1.4809 -3.1889 -4.1938 0.0 0.0 0.0
H 2.7546 -3.2932 -6.3126 0.0 0.0 0.0
H 3.2884 -1.2162 -7.5283 0.0 0.0 0.0
H 2.5634 0.9761 -6.6648 0.0 0.0 0.0
H 1.2874 1.1042 -4.5461 0.0 0.0 0.0
```
Forces are in eV/Å.

The total energy is -105830.0390 eV. As for the energy above the lowest of the compared OMol25 structures with the same formula, charge and spin: 3.68 kJ/mol. As for the LUMO energy: -6.959 eV. Its charge is +2. For the orbital gap, the calculation gives 0.2217 Ha. Its maximum force is 0.0083 hartree/bohr.



A molecular structure, C28H24Cl3CoN3O, computed with ωB97M-V/def2-TZVPD.

Geometry as XYZ:
```
60
Properties=species:S:1:pos:R:3:forces:R:3
Co -0.2800 -1.9827 -0.0951 0.2 0.6 0.2
C 0.2566 4.4456 -2.0569 0.0 0.0 0.0
C 1.1753 4.3759 -0.8668 0.0 0.0 -0.1
C 2.0186 5.4321 -0.5437 0.0 0.0 0.0
C 2.8711 5.3731 0.5485 0.0 0.0 0.0
C 2.8703 4.2491 1.3592 0.0 0.0 0.0
C 2.0244 3.1880 1.0715 0.0 0.0 0.0
C 1.2006 3.2456 -0.0467 -0.1 -0.1 -0.2
N 0.3051 2.1833 -0.3697 0.0 0.0 0.2
C 0.5385 0.8435 -0.2919 0.0 0.1 -0.1
N 1.8258 0.4724 -0.2531 0.1 -0.2 0.0
C 2.4330 -0.8132 -0.0958 -0.1 0.4 0.0
C 1.6784 -1.9608 0.0887 0.0 -0.4 -0.1
C 2.3791 -3.1657 0.2303 0.0 0.0 0.0
C 3.7639 -3.2154 0.2048 -0.1 0.1 0.0
C 4.4762 -2.0400 0.0176 0.0 0.1 0.0
C 3.8326 -0.8210 -0.1371 0.1 0.0 0.0
C 4.6299 0.4420 -0.3493 0.0 0.0 0.0
N -0.4737 -0.0058 -0.2962 -0.2 -0.1 0.0
C -1.7925 0.5556 -0.2208 0.1 0.0 0.0
C -2.5525 0.6562 -1.3806 0.0 0.0 0.0
C -3.8546 1.1360 -1.3302 0.0 0.0 0.0
C -4.3959 1.5157 -0.1106 0.0 0.0 0.0
C -3.6319 1.4158 1.0441 0.0 0.0 0.0
C -2.3239 0.9384 1.0159 0.0 0.0 0.1
C -1.5072 0.8478 2.2766 0.0 0.0 0.0
H 0.4470 5.3459 -2.6374 0.0 0.0 0.0
H -0.7964 4.4734 -1.7595 0.0 0.0 0.0
H 0.3870 3.5831 -2.7135 0.0 0.0 0.0
H 2.0111 6.3139 -1.1730 0.0 0.0 0.0
H 3.5260 6.2051 0.7687 0.0 0.0 0.0
H 3.5140 4.1985 2.2273 0.0 0.0 0.0
H 1.9948 2.3266 1.7274 0.0 0.0 0.0
H -0.6346 2.4424 -0.6270 0.0 0.0 0.0
H 2.4701 1.2384 -0.3695 0.0 0.0 0.0
H 1.8277 -4.0912 0.3606 0.0 0.0 0.0
H 4.2884 -4.1548 0.3216 0.0 0.0 0.0
H 5.5592 -2.0624 -0.0130 0.0 0.0 0.0
H 5.6966 0.2317 -0.3095 0.0 0.0 0.0
H 4.4249 1.1947 0.4185 0.0 0.0 0.0
H 4.4268 0.8984 -1.3230 0.0 0.0 0.0
H -2.1096 0.3511 -2.3218 0.0 0.0 0.0
H -4.4398 1.2125 -2.2371 0.0 0.0 0.0
H -5.4095 1.8902 -0.0557 0.0 0.0 0.0
H -4.0569 1.7160 1.9947 0.0 0.0 0.0
H -2.1428 0.9322 3.1565 0.0 0.0 0.0
H -0.7677 1.6517 2.3242 0.0 0.0 0.0
H -0.9527 -0.0904 2.3398 0.0 0.0 0.0
Cl -5.6299 -6.8940 0.5061 -0.1 -0.1 0.0
C -4.2154 -5.9967 0.2483 0.1 0.0 0.0
C -4.2221 -4.6227 0.5810 0.0 -0.2 0.0
C -3.0934 -3.9034 0.3721 0.3 -0.1 -0.2
Cl -3.0169 -2.2271 0.7414 0.1 0.0 0.0
C -1.8860 -4.5118 -0.1777 -0.2 0.0 0.1
O -0.8385 -3.8635 -0.3631 0.0 -0.2 -0.2
C -1.9455 -5.9326 -0.4910 -0.1 0.3 0.1
Cl -0.5490 -6.6539 -1.1250 0.1 0.0 0.0
C -3.0900 -6.6456 -0.2815 -0.1 0.1 0.1
H -5.1113 -4.1684 0.9945 0.0 0.0 0.0
H -3.1331 -7.6991 -0.5170 0.0 0.0 0.0
```
Forces are in eV/Å.

The total energy is -111132.2398 eV. As for the LUMO energy (alpha / beta): -2.662 / -6.013 eV. Its charge is +1. As for the spin multiplicity: 5. For the orbital gap (alpha / beta), the calculation gives 0.2908 / 0.1669 Ha. Its maximum force is 0.0126 hartree/bohr.



C28H24N4O4 in the gas phase, computed with ωB97M-V/def2-TZVPD.

Geometry as XYZ:
```
60
Properties=species:S:1:pos:R:3:forces:R:3
C -1.2958 2.2017 2.1281 0.1 0.1 -0.1
C -1.6991 1.1947 1.1125 -0.1 -0.6 0.0
N -2.7159 1.5152 0.2387 -0.3 0.1 0.1
N -2.8214 0.4887 -0.6881 0.3 0.1 0.1
C -3.7748 0.5341 -1.7022 -0.4 0.1 -0.2
C -4.8190 1.4565 -1.6454 0.1 0.0 0.1
C -5.7482 1.5111 -2.6676 0.0 0.0 -0.1
C -5.6545 0.6513 -3.7482 -0.1 0.0 -0.1
C -4.6233 -0.2725 -3.7981 -0.1 0.1 0.0
C -3.6827 -0.3341 -2.7885 0.2 -0.1 0.1
C -1.9807 -0.5528 -0.3168 0.0 0.3 0.2
O -1.8981 -1.6337 -0.8779 -0.1 -0.3 -0.1
C -1.2786 -0.0684 0.8590 -0.2 0.1 0.2
C -0.2114 -0.9398 1.4612 0.0 0.1 -0.4
C 0.4409 -0.3499 2.6829 0.1 -0.1 0.2
C 1.4579 0.5938 2.5748 0.0 -0.1 0.0
C 2.0457 1.1273 3.7043 0.0 0.0 0.2
C 1.6226 0.7228 4.9688 -0.2 -0.1 -0.3
C 2.2198 1.2672 6.2028 0.0 0.0 0.7
O 1.8877 0.9618 7.3228 0.0 0.0 -0.1
O 3.1967 2.1638 5.9776 0.3 0.3 -0.3
C 0.6048 -0.2227 5.0821 0.2 0.2 0.2
C 0.0251 -0.7537 3.9484 0.0 0.1 -0.1
C 0.7634 -1.2308 0.3537 0.1 -0.5 0.0
C 1.2478 -2.4436 -0.0164 0.1 0.6 0.1
C 1.0147 -3.7843 0.5776 -0.1 0.1 -0.1
N 2.0804 -2.2943 -1.0967 0.3 -0.1 0.0
N 1.9844 -0.9774 -1.5206 -0.3 -0.2 0.1
C 2.7150 -0.5236 -2.6166 0.4 0.1 -0.3
C 2.3718 0.6746 -3.2400 -0.2 0.1 0.1
C 3.0917 1.1086 -4.3360 0.1 -0.1 0.0
C 4.1471 0.3596 -4.8304 0.1 0.0 -0.1
C 4.4902 -0.8287 -4.2092 0.0 0.0 -0.1
C 3.7848 -1.2722 -3.1060 -0.1 0.0 0.1
C 1.2074 -0.2533 -0.6194 0.0 -0.3 0.0
O 1.0044 0.9495 -0.6846 0.1 0.4 0.0
H -2.0322 3.0012 2.1725 0.0 0.1 0.0
H -1.2022 1.7487 3.1114 0.0 0.0 0.0
H -0.3291 2.6251 1.8589 0.0 0.1 0.0
H -2.7853 2.4567 -0.1276 0.2 -0.1 -0.1
H -4.9201 2.1145 -0.7953 0.0 0.0 0.1
H -6.5538 2.2286 -2.6138 -0.1 0.1 0.0
H -6.3835 0.6978 -4.5430 -0.1 0.0 -0.1
H -4.5462 -0.9502 -4.6352 0.0 -0.1 -0.1
H -2.8835 -1.0551 -2.8191 0.1 0.0 0.0
H -0.6845 -1.8906 1.7374 0.1 0.1 0.0
H 1.7757 0.9226 1.5985 0.0 0.0 -0.2
H 2.8332 1.8593 3.6172 0.1 0.1 0.0
H 3.5455 2.4804 6.8250 -0.2 -0.2 0.0
H 0.2878 -0.5269 6.0682 0.0 0.0 0.1
H -0.7633 -1.4871 4.0420 -0.1 -0.1 0.0
H 1.6675 -4.5245 0.1220 0.0 -0.1 0.0
H 1.1954 -3.7645 1.6503 0.0 0.0 0.0
H -0.0222 -4.0756 0.4108 -0.1 -0.1 0.0
H 2.1247 -3.0011 -1.8199 -0.2 0.2 0.0
H 1.5543 1.2562 -2.8491 -0.1 0.0 0.0
H 2.8207 2.0390 -4.8123 0.0 0.1 0.0
H 4.7020 0.7017 -5.6907 0.0 0.0 -0.1
H 5.3174 -1.4156 -4.5805 0.1 0.0 0.0
H 4.0810 -2.1870 -2.6146 0.0 0.0 0.1
```
Forces are in eV/Å.

The total energy is -43576.5197 eV. As for the energy above the lowest of the compared OMol25 structures with the same formula, charge and spin: 0.00 kJ/mol. As for the LUMO energy: 0.485 eV. For the orbital gap, the calculation gives 0.3138 Ha. Its maximum force is 0.0142 hartree/bohr.



A molecular structure, C28H24N4O4PRe at a distorted geometry, computed with ωB97M-V/def2-TZVPD.

Geometry as XYZ:
```
62
Properties=species:S:1:pos:R:3:forces:R:3
Re -0.0881 -1.2940 -0.0609 0.1 -0.2 0.0
N -0.7044 -0.9391 1.9887 0.0 0.0 0.0
C -0.6746 0.5045 2.3171 0.0 0.1 0.0
C -1.6241 1.0741 3.1349 0.0 0.0 0.1
C -1.5155 2.4333 3.4251 0.0 0.0 0.0
C -0.4736 3.1905 2.9074 0.0 0.0 0.0
C 0.4762 2.6033 2.0797 0.0 0.0 0.0
C 0.3751 1.2501 1.7816 0.0 -0.1 0.0
P 1.4439 0.3455 0.6581 0.0 0.3 -0.1
C 2.3062 1.3788 -0.4923 -0.1 0.0 0.0
C 1.6899 1.6954 -1.7072 0.0 0.0 0.0
C 2.3241 2.5572 -2.5841 0.0 0.0 0.0
C 3.5605 3.0989 -2.2475 0.0 0.0 0.0
C 4.1717 2.7820 -1.0403 0.0 0.0 0.0
C 3.5497 1.9176 -0.1548 0.0 0.0 0.1
C 2.5019 -0.7669 1.5846 0.0 0.0 -0.1
C 2.4263 -0.8650 2.9808 0.0 0.0 0.0
C 3.2564 -1.7502 3.6468 0.0 0.0 0.0
C 4.1580 -2.5342 2.9306 0.0 0.0 0.0
C 4.2383 -2.4360 1.5460 0.0 0.0 0.0
C 3.4110 -1.5570 0.8664 0.0 0.0 0.0
H -0.0415 -1.3996 2.6231 0.0 -0.1 0.0
H -1.6194 -1.3161 2.2367 0.0 0.0 -0.1
H -2.4344 0.4884 3.5539 0.0 0.0 0.0
H -2.2536 2.8993 4.0640 0.0 0.0 0.0
H -0.4039 4.2434 3.1435 0.0 0.0 0.0
H 1.2797 3.1956 1.6596 0.0 0.0 0.0
H 0.7270 1.2674 -1.9660 0.0 0.0 0.0
H 1.8646 2.8050 -3.5311 0.0 0.0 0.0
H 4.0539 3.7711 -2.9369 0.0 0.0 0.0
H 5.1348 3.2062 -0.7916 0.0 0.0 0.0
H 4.0300 1.6616 0.7824 0.0 0.0 0.0
H 1.7691 -0.2141 3.5488 0.0 0.0 0.0
H 3.2229 -1.8111 4.7263 0.0 0.0 0.0
H 4.8156 -3.2118 3.4591 0.0 0.0 0.0
H 4.9591 -3.0298 1.0003 0.0 0.0 0.0
H 3.4947 -1.4561 -0.2105 0.0 0.0 0.0
O -2.7022 -2.2767 -2.3627 0.2 -0.1 0.2
C -2.7772 -1.1593 -2.1753 -0.9 -0.1 -0.6
O -1.1905 -0.6608 -1.2105 0.5 0.2 0.4
C -3.5075 0.0493 -2.3350 0.0 0.0 0.0
C -3.0496 1.3272 -1.9922 0.0 0.0 0.0
C -3.8711 2.4062 -2.2308 0.0 0.0 0.0
C -5.1132 2.1836 -2.8041 0.0 0.0 0.0
C -5.5823 0.9342 -3.1630 0.0 0.0 0.0
C -4.7708 -0.1572 -2.9250 0.0 0.0 0.0
N -5.9927 3.3666 -3.0449 0.1 -0.1 0.0
O -6.9468 3.1842 -3.7553 -0.1 0.0 0.0
O -5.6554 4.3930 -2.5067 0.0 0.1 0.0
H -2.0724 1.4711 -1.5598 0.0 0.0 0.0
H -3.5794 3.4174 -1.9854 0.0 0.0 0.0
H -6.5567 0.8332 -3.6207 0.0 0.0 0.0
H -5.0995 -1.1529 -3.1913 0.0 0.0 0.0
N 0.4041 -5.4462 0.0560 0.0 0.0 0.0
C 0.9086 -5.2064 -1.2044 0.0 0.0 0.0
C 0.8893 -3.8662 -1.3686 0.0 0.0 0.0
N 0.3699 -3.2896 -0.2061 -0.1 0.0 0.3
C 0.0886 -4.2963 0.6320 0.0 0.0 -0.1
H 0.2893 -6.3590 0.4790 0.0 0.0 0.0
H 1.2291 -6.0002 -1.8572 0.0 0.0 0.0
H 1.2070 -3.2767 -2.2121 0.0 0.0 0.0
H -0.3263 -4.2067 1.6216 0.0 0.0 0.0
```
Forces are in eV/Å.

The total energy is -54965.3760 eV. As for the energy above the lowest of the compared OMol25 structures with the same formula, charge and spin: 0.00 kJ/mol. As for the LUMO energy (alpha / beta): -9.920 / -10.291 eV. Its charge is +3. As for the spin multiplicity: 2. For the orbital gap (alpha / beta), the calculation gives 0.2725 / 0.2589 Ha. Its maximum force is 0.0211 hartree/bohr.